{"formula": "C27H23IN4ORh", "method": "ωB97M-V/def2-TZVPD", "symbols": ["Rh", "I", "C", "C", "C", "C", "C", "C", "C", "C", "C", "C", "H", "H", "H", "H", "H", "H", "C", "C", "C", "C", "C", "C", "N", "N", "C", "C", "C", "C", "C", "C", "H", "H", "H", "H", "H", "H", "H", "H", "H", "N", "C", "N", "C", "C", "O", "C", "C", "H", "H", "H", "H", "H", "H", "H", "H"], "xyz": [[1.15801, -0.15748, 0.41838], [2.26492, 0.97784, 2.57573], [2.13547, -0.85292, 3.59380], [2.52978, -0.93857, 4.89346], [2.43007, -2.18941, 5.54481], [1.94894, -3.27599, 4.87326], [1.54708, -3.18184, 3.51760], [1.06631, -4.30714, 2.80108], [0.71973, -4.20949, 1.48552], [0.81228, -2.96506, 0.81911], [1.24880, -1.85112, 1.47847], [1.63480, -1.93330, 2.84827], [2.91399, -0.07454, 5.42254], [2.74505, -2.27448, 6.57744], [1.87170, -4.23553, 5.37289], [0.98379, -5.25605, 3.31969], [0.35849, -5.07819, 0.94862], [0.54059, -2.90505, -0.23119], [-3.93213, 2.13115, 1.99517], [-3.17779, 1.03931, 2.42947], [-2.05382, 0.65443, 1.73587], [-1.67094, 1.36007, 0.57515], [-2.41530, 2.48209, 0.15684], [-3.54030, 2.84921, 0.86453], [-0.57062, 0.90822, -0.07746], [-0.19103, 1.54023, -1.31728], [1.21173, 1.83648, -1.06312], [1.79078, 2.94315, -0.44253], [3.16963, 2.97945, -0.39964], [3.93577, 1.94255, -0.96274], [3.35753, 0.85649, -1.58816], [1.96158, 0.81043, -1.64482], [-4.81822, 2.42736, 2.54230], [-3.47968, 0.48750, 3.30989], [-1.45258, -0.19108, 2.04612], [-2.08312, 3.05458, -0.69996], [-4.11731, 3.70855, 0.54324], [1.18629, 3.74327, -0.02872], [3.66742, 3.82586, 0.05825], [5.01634, 2.00889, -0.92194], [3.95459, 0.07730, -2.04424], [1.13215, -0.05701, -2.38415], [-0.08334, 0.42437, -2.24175], [-1.17815, -0.07261, -2.80165], [-2.45102, 0.65606, -2.89229], [-2.58530, 1.21594, -4.29737], [-2.47920, 0.18726, -5.26367], [-1.23722, -0.49748, -5.18364], [-1.05865, -1.13099, -3.81769], [-2.49166, 1.44548, -2.15290], [-3.25807, -0.05126, -2.69986], [-1.80498, 1.97221, -4.45812], [-3.55969, 1.67987, -4.43118], [-0.40746, 0.19252, -5.37705], [-1.24868, -1.26216, -5.95413], [-0.09250, -1.61457, -3.72518], [-1.85485, -1.85478, -3.64504]], "homo_energy_ev": [-10.365, -10.369], "fmax_ha_per_bohr": 0.056, "total_charge": 1, "orbital_gap_ev": [5.163, 5.168], "e_tot_ha": -1744.8376, "e_above_lowest_kcal_mol": 40.9}